[1]
# C28H35Cl3GeIrOPS3

C28H35Cl3GeIrOPS3 as an isolated structure (ωB97M-V with the def2-TZVPD basis set, the OMol25 dataset).

The geometry in XYZ format:
```
73
Properties=species:S:1:pos:R:3:lowdin_charge:R:1
Ir -0.8046 0.5730 0.2117 0.37
C -1.8171 3.5495 3.6428 -0.10
C -1.6744 2.8013 2.3516 -0.74
S -0.7638 1.3731 2.3700 0.65
C -2.2720 3.2557 1.1860 -0.75
C -3.1199 4.4918 1.1667 -0.11
S -2.0783 2.4070 -0.2641 0.68
H -1.2434 3.0759 4.4364 0.06
H -2.8643 3.5838 3.9517 0.09
H -1.4755 4.5806 3.5336 0.09
H -3.9605 4.3944 1.8565 0.09
H -3.5128 4.6830 0.1706 0.07
H -2.5401 5.3630 1.4789 0.09
C 1.5748 0.3675 6.3504 -0.09
C 2.1441 0.9295 5.0538 -0.30
C 2.0794 -0.1071 3.9393 -0.39
S 2.8253 0.5630 2.4322 0.98
O 2.0278 0.0641 1.2281 -0.73
C 4.4179 -0.3011 2.4142 -0.33
C 4.3999 -1.7166 1.8538 -0.29
C 3.8365 -2.7902 2.7794 -0.11
H 1.5847 1.1184 7.1393 0.08
H 2.1543 -0.4895 6.6972 0.08
H 0.5435 0.0380 6.2117 0.08
H 3.1799 1.2468 5.2072 0.11
H 1.5858 1.8166 4.7453 0.10
H 1.0490 -0.3349 3.6689 0.01
H 2.5737 -1.0335 4.2249 0.08
H 4.7829 -0.2517 3.4441 0.10
H 5.0578 0.3395 1.8062 0.09
H 5.4317 -1.9624 1.5951 0.12
H 3.8447 -1.6997 0.9151 0.05
H 4.1878 -2.6587 3.8054 0.08
H 4.1567 -3.7787 2.4518 0.08
H 2.7453 -2.7979 2.7927 0.03
C 2.9040 0.5972 -4.5557 -0.06
C 1.7120 0.3031 -5.2069 -0.06
C 0.5585 0.0783 -4.4745 -0.09
C 0.5974 0.1525 -3.0819 -0.36
C 1.7956 0.4435 -2.4308 -0.09
C 2.9469 0.6676 -3.1713 -0.06
P -0.8550 -0.1465 -2.0594 0.82
C -1.1352 -1.9608 -2.1121 -0.54
C -3.0110 -1.3602 -0.2650 -0.31
C -2.3235 -4.2438 -0.7877 -0.15
C -1.9793 -4.8033 -1.9929 -0.20
C -1.2850 -4.2122 -3.0601 -0.07
C -0.8912 -2.8507 -3.0895 -0.12
C -2.2555 0.3912 -3.0892 -0.38
C -2.2052 1.7017 -3.5704 -0.13
C -3.2339 2.2111 -4.3448 -0.06
C -4.3334 1.4166 -4.6409 -0.06
C -4.3944 0.1169 -4.1612 -0.06
C -3.3614 -0.3957 -3.3895 -0.08
H 3.8016 0.7758 -5.1330 0.11
H 1.6816 0.2561 -6.2873 0.11
H -0.3736 -0.1346 -4.9842 0.11
H 1.8294 0.5022 -1.3470 0.07
H 3.8745 0.9036 -2.6671 0.11
H -3.9041 -1.0390 0.2356 0.05
H -2.0633 -2.8798 1.1553 0.06
H -2.3000 -5.8332 -2.1022 0.10
H -1.0505 -4.8008 -3.9362 0.11
H -0.3648 -2.4958 -3.9706 0.12
H -1.3521 2.3318 -3.3435 0.11
H -3.1762 3.2255 -4.7159 0.11
H -5.1403 1.8087 -5.2455 0.11
H -5.2461 -0.5089 -4.3922 0.11
H -3.4324 -1.4190 -3.0414 0.10
Cl 1.7434 -2.9623 -0.2224 0.26
Ge 0.3199 -1.6018 0.6020 0.11
Cl -0.2396 -2.4630 2.5698 0.17
Cl -1.9144 -2.4657 -0.5390 0.72
```

Summary:
Multiplicity   6
Total energy   -6260.2546 hartree
Gap between HOMO and LUMO (spin up / spin down)   7.16 / 6.07 eV
⟨S²⟩   8.810
Net charge   +1
Energy relative to the best compared isomer or geometry (same formula, charge and spin)   308.8 kcal/mol

---

[2]
# C10H11N2O2

An isolated ion of composition C10H11N2O2 and charge +1 (ωB97M-V with the def2-TZVPD basis set, the OMol25 dataset).

The geometry in XYZ format:
```
25
Properties=species:S:1:pos:R:3:lowdin_charge:R:1
C 0.0245 2.1876 0.4693 -0.18
C 4.2699 -0.3374 -0.2786 0.02
C 3.6190 -0.9976 0.7809 0.04
C 3.6057 0.7288 -0.9287 0.06
C 2.3551 -0.4643 1.1630 0.01
C 2.3053 1.1484 -0.4981 0.07
C -0.7125 -0.2158 0.5416 -0.46
C -3.8776 0.6264 -0.8353 -0.04
C -3.1022 -0.3143 0.1548 -0.08
C 0.4261 0.8977 1.0182 -0.11
N -0.3871 3.2031 0.1891 0.24
N 1.7270 0.5575 0.5820 -0.03
O -0.4110 -1.3125 0.3229 0.20
O -1.8450 0.4289 0.6218 0.02
H 5.2110 -0.4586 -0.5682 0.08
H 4.1262 -1.7364 1.5040 0.16
H 3.9166 1.2992 -1.7481 0.11
H 1.7765 -0.8864 2.0549 0.18
H 1.6930 1.8577 -0.8939 0.10
H -4.9039 0.1992 -0.8572 0.09
H -4.0262 1.6877 -0.4691 0.10
H -3.5826 0.7598 -1.8440 0.05
H -2.9187 -1.3618 -0.1985 0.14
H -3.6241 -0.5709 0.9878 0.08
H 0.3650 0.9627 2.0455 0.15
```

Summary:
Multiplicity   1
Total energy   -647.3260 hartree
SMILES string   CCOC(=O)[C@H](C#N)[n+]1ccccc1
Gap between HOMO and LUMO   9.81 eV
Net charge   +1
Energy relative to the best compared isomer or geometry (same formula, charge and spin)   34.0 kcal/mol

---

[3]
# C6H2Cl5O5Pb

C6H2Cl5O5Pb as an isolated structure (ωB97M-V with the def2-TZVPD basis set, the OMol25 dataset).

The geometry in XYZ format:
```
19
Properties=species:S:1:pos:R:3:lowdin_charge:R:1
Pb -0.2698 -0.5981 -0.4656 1.19
Cl 0.7283 6.8715 -0.4497 0.79
C 0.4510 5.2353 -0.0034 -0.62
C 1.4934 4.4223 0.1556 -0.07
C 1.3261 2.9840 0.5273 -0.86
Cl 2.8639 2.1250 0.2488 0.81
C -0.9279 2.4715 -0.3714 -0.50
O -1.5498 1.5182 -0.7936 -0.06
C -1.5611 3.7249 0.0735 -0.56
Cl -3.2469 3.5818 0.3404 0.83
C -0.9542 4.9101 0.2027 -0.07
H 2.5058 4.7740 0.0256 0.12
H -1.5887 5.7494 0.4619 0.12
O 0.9485 2.9121 1.8662 -0.22
Cl 0.2518 1.4103 2.4972 1.19
O -1.1446 1.6791 2.4318 -0.32
O 0.6647 0.3664 1.5853 -0.61
O 0.4092 2.2914 -0.3233 -0.08
Cl -1.9340 -1.4209 1.0497 -0.08
```

Summary:
Multiplicity   1
Total energy   -3099.3984 hartree
Gap between HOMO and LUMO   8.19 eV
Net charge   +1
Energy relative to the best compared isomer or geometry (same formula, charge and spin)   0.0 kcal/mol

---

[4]
# C17H20AuN6

C17H20AuN6 as an isolated structure (ωB97M-V with the def2-TZVPD basis set, the OMol25 dataset).

The geometry in XYZ format:
```
44
Properties=species:S:1:pos:R:3:lowdin_charge:R:1
Au -0.1743 -0.7489 0.0336 1.38
C -1.1437 -2.6830 2.3418 0.00
C -1.4076 -1.3004 1.7873 -0.41
C -0.9693 -0.1484 2.4377 0.07
C -1.5526 1.1824 2.1897 -0.17
C -1.1055 2.3234 3.0276 0.02
C -2.5119 1.2992 1.2272 0.04
C -2.8956 0.1896 0.4359 -0.16
C -3.9869 0.3049 -0.5357 0.02
C -2.2363 -1.0955 0.6392 -0.15
H -1.2228 -3.4550 1.5781 0.11
H -1.9086 -2.8888 3.0936 0.13
H -0.1802 -2.7560 2.8450 0.09
H -0.2367 -0.2513 3.2342 0.15
H -0.2221 2.7838 2.5653 0.13
H -0.8106 2.0042 4.0276 0.11
H -1.8729 3.0919 3.0975 0.12
H -3.0019 2.2528 1.0658 0.16
H -4.0305 -0.5161 -1.2486 0.10
H -4.0033 1.2772 -1.0317 0.12
H -4.9227 0.2657 0.0507 0.16
H -2.6586 -1.9660 0.1473 0.14
N 2.4960 -1.1979 1.9846 0.21
C 2.7720 -0.5012 0.8773 -0.41
N 3.9592 0.0264 0.7327 0.22
C 4.2052 0.6787 -0.4150 -0.35
N 5.3693 1.2584 -0.5697 0.26
N 3.3285 0.7650 -1.4804 0.24
C 2.1821 0.2447 -1.2564 -0.27
N 1.7937 -0.3583 -0.0851 0.00
C 1.1551 0.1892 -2.3158 -0.17
C 1.3597 0.5967 -3.6109 0.07
C 0.3500 0.3883 -4.5464 0.05
C -0.8246 -0.2414 -4.1592 0.03
C -0.9869 -0.6200 -2.8401 -0.06
N -0.0126 -0.3856 -1.9472 -0.05
H 3.2494 -1.3281 2.6450 0.15
H 1.7067 -1.8141 2.0419 0.08
H 6.0585 1.2109 0.1667 0.15
H 5.5947 1.7377 -1.4280 0.15
H 2.3085 1.0488 -3.8685 0.15
H 0.4877 0.7026 -5.5728 0.15
H -1.6169 -0.4473 -4.8666 0.14
H -1.8806 -1.1193 -2.4949 0.12
```

Summary:
Multiplicity   1
Total energy   -1123.0197 hartree
Gap between HOMO and LUMO   5.57 eV
Net charge   +3